8 unconnected molecules or ions with the total composition C24H55N7O10S, computed with ωB97M-V/def2-TZVPD.

Last column: Mulliken charge in e.
CARTESIAN COORDINATES (ANGSTROEM)
C -0.60 3.55 0.97  -0.984
C 0.22 2.41 1.52  0.789
O -0.60 1.33 1.83  -0.401
O 0.84 2.87 2.76  -0.285
C 1.89 2.17 3.20  0.305
O 2.55 1.39 2.56  -0.301
S 2.28 2.58 4.92  -0.213
H 0.05 4.41 0.79  0.404
H -1.38 3.84 1.68  0.135
H -1.04 3.24 0.02  0.197
H 1.00 2.12 0.81  -0.069
H -0.17 0.47 1.70  0.289
H 1.46 1.65 5.41  0.137
C -1.03 -2.00 0.56  0.029
O -0.96 -1.32 1.58  -0.728
N -1.81 -1.65 -0.48  0.360
C -1.98 -2.48 -1.65  -0.605
C -2.48 -0.36 -0.39  -0.836
H -0.46 -2.92 0.41  0.351
H -1.64 -1.95 -2.55  0.190
H -3.03 -2.75 -1.78  0.188
H -1.41 -3.40 -1.55  0.257
H -1.75 0.43 -0.30  0.115
H -3.12 -0.34 0.50  0.268
H -3.09 -0.20 -1.28  0.362
C 5.80 -2.93 2.53  -0.042
O 6.78 -3.31 1.93  -0.627
N 5.54 -1.65 2.85  0.240
C 4.36 -1.20 3.59  -0.842
C 6.47 -0.61 2.43  -1.060
H 5.02 -3.62 2.89  0.404
H 3.79 -0.49 2.99  0.344
H 4.68 -0.70 4.51  0.320
H 3.73 -2.05 3.85  0.311
H 6.56 -0.60 1.34  0.245
H 7.47 -0.79 2.84  0.294
H 6.11 0.35 2.76  0.434
C 5.59 2.24 0.58  0.281
O 6.75 2.09 0.94  -0.639
N 5.21 2.44 -0.70  0.146
C 3.82 2.60 -1.06  -0.493
C 6.24 2.50 -1.72  -0.982
H 4.74 2.21 1.28  0.156
H 3.51 1.82 -1.76  0.374
H 3.65 3.57 -1.53  0.377
H 3.20 2.52 -0.17  -0.196
H 6.80 1.57 -1.76  0.277
H 6.94 3.31 -1.52  0.295
H 5.76 2.67 -2.69  0.403
C 2.71 -3.65 -0.54  0.126
O 1.55 -3.72 -0.90  -0.655
N 3.76 -3.71 -1.37  0.178
C 5.13 -3.63 -0.92  -0.415
C 3.49 -3.88 -2.79  -0.968
H 3.00 -3.52 0.52  0.307
H 5.63 -2.78 -1.38  0.345
H 5.67 -4.54 -1.18  0.344
H 5.17 -3.52 0.16  -0.212
H 2.89 -3.05 -3.17  0.284
H 2.93 -4.80 -2.97  0.285
H 4.43 -3.92 -3.32  0.385
C -5.64 -4.80 -2.05  0.097
O -4.43 -4.73 -2.14  -0.549
N -6.40 -3.98 -1.30  0.155
C -7.84 -4.12 -1.22  -0.929
C -5.75 -2.93 -0.53  -0.901
H -6.23 -5.56 -2.59  0.241
H -8.34 -3.22 -1.57  0.331
H -8.16 -4.32 -0.19  0.329
H -8.16 -4.96 -1.84  0.294
H -5.22 -2.25 -1.20  0.226
H -5.03 -3.35 0.16  0.310
H -6.51 -2.37 0.02  0.395
C -2.02 1.53 -3.38  0.196
O -1.80 2.16 -2.37  -0.639
N -2.82 1.96 -4.38  0.140
C -3.07 1.17 -5.57  -0.938
C -3.47 3.26 -4.23  -0.962
H -1.58 0.54 -3.58  0.235
H -2.74 1.71 -6.46  0.345
H -4.13 0.94 -5.67  0.344
H -2.51 0.24 -5.51  0.309
H -2.72 4.04 -4.12  0.290
H -4.10 3.27 -3.34  0.304
H -4.08 3.45 -5.11  0.381
C -4.02 2.58 2.20  0.321
O -4.79 2.81 1.28  -0.659
N -3.84 3.40 3.25  0.119
C -2.90 3.08 4.31  -0.912
C -4.59 4.64 3.32  -1.007
H -3.40 1.67 2.25  0.175
H -3.41 3.00 5.27  0.365
H -2.12 3.84 4.39  0.362
H -2.42 2.12 4.09  0.252
H -5.66 4.43 3.33  0.294
H -4.38 5.26 2.45  0.311
H -4.32 5.18 4.22  0.397

Results
- E_LUMO (hartree) = 0.0145
- SMILES string = C[C@H](O)OC(=O)S.CN(C)C=O.CN(C)C=O.CN(C)C=O.CN(C)C=O.CN(C)C=O.CN(C)C=O.CN(C)C=O
- HOMO-LUMO gap (eV) = 9.30
- energy (eV) = -67521.6370
- max |F| (Eh/bohr) = 0.013

---

A single C6H10O molecule, computed with ωB97M-V/def2-TZVPD.

Last column: Mulliken charge in e.
CARTESIAN COORDINATES (ANGSTROEM)
C -2.28 -0.43 0.15  -1.100
C -0.93 0.02 -0.30  0.348
O -0.62 1.31 -0.10  -0.386
C 0.80 1.49 -0.29  -0.579
C 1.44 0.09 -0.19  0.374
C 1.68 -0.46 1.13  -1.233
C 0.23 -0.76 -0.60  -0.386
H -3.02 0.36 -0.02  0.344
H -2.24 -0.65 1.23  0.263
H -2.58 -1.34 -0.37  0.317
H -0.47 -0.39 -1.61  0.122
H 0.93 1.94 -1.28  0.308
H 1.14 2.17 0.49  0.326
H 2.28 -0.01 -0.87  0.313
H 0.91 -0.38 1.90  0.260
H 2.52 -1.12 1.31  0.282
H 0.22 -1.84 -0.58  0.426

Results
- energy above the lowest of the compared OMol25 structures with the same formula, charge and spin (kcal/mol) = 108.7
- E_LUMO (spin up / spin down) (hartree) = 0.0295 / 0.0280
- HOMO-LUMO gap (spin up / spin down) (eV) = 6.98 / 6.26
- energy (eV) = -8426.5247
- max |F| (Eh/bohr) = 0.009

---

11 unconnected molecules or ions with the total composition C5H32N2O11 in a non-equilibrium geometry, computed with ωB97M-V/def2-TZVPD.

Last column: Mulliken charge in e.
CARTESIAN COORDINATES (ANGSTROEM)
N -0.07 2.06 0.74  -0.692
C -0.44 0.76 0.11  1.065
C -2.03 0.64 0.19  -0.477
C 0.27 -0.46 0.65  0.089
N 0.45 -1.54 -0.06  0.087
C -0.15 -1.93 -1.39  0.212
C 0.86 -2.87 -2.10  -1.296
O 0.67 -0.48 1.81  -0.628
H 0.96 2.25 0.59  0.020
H -0.11 2.07 1.77  0.296
H -0.17 1.08 -0.97  -0.152
H -2.38 -0.11 -0.55  -0.704
H -2.52 1.68 -0.03  0.444
H -2.30 0.19 1.17  0.367
H 0.73 -2.38 0.40  0.103
H -0.43 -0.93 -1.98  0.083
H -1.03 -2.55 -0.97  0.200
H 1.48 -3.50 -1.41  0.310
H 0.33 -3.43 -2.81  0.437
H 1.59 -2.23 -2.75  0.257
H 1.85 2.21 -2.87  0.301
H 1.50 2.86 -1.62  0.378
O 1.12 2.18 -2.15  -0.736
H 2.66 2.86 2.23  0.300
H 2.71 1.94 3.40  0.337
O 3.09 2.03 2.49  -0.629
H -3.27 -0.62 -2.87  0.310
H -4.05 0.14 -2.14  0.330
O -4.12 -0.60 -2.71  -0.636
H 0.30 -3.37 1.73  0.296
H 0.72 -4.35 2.83  0.312
O 0.91 -4.08 1.91  -0.628
H 4.39 2.14 0.96  0.297
H 3.46 1.33 0.10  0.329
O 3.95 2.15 0.24  -0.685
H -2.38 -3.43 1.78  0.306
H -2.74 -3.11 3.10  0.295
O -1.95 -3.38 2.61  -0.584
H -0.72 2.31 -2.85  0.397
H -1.37 2.00 -4.22  0.246
O -1.49 2.03 -3.35  -0.579
H 1.27 0.42 3.42  0.411
H 0.33 1.23 4.35  0.278
O 1.15 1.33 3.90  -0.697
H -3.49 -1.92 -1.07  0.365
H -2.94 -1.84 0.25  0.284
O -3.37 -2.51 -0.34  -0.672
H 2.89 3.42 -0.39  0.442
H 1.53 4.24 -0.32  0.332
O 2.34 4.06 -0.76  -0.724

Results
- energy above the lowest of the compared OMol25 structures with the same formula, charge and spin (kcal/mol) = 114.0
- E_LUMO (hartree) = 0.0099
- SMILES string = CCNC(=O)[C@@H](C)N.O.O.O.O.O.O.O.O.O.O
- HOMO-LUMO gap (eV) = 10.02
- energy (eV) = -31205.0296
- max |F| (Eh/bohr) = 0.199

---

A single C4H5NS3 molecule in a non-equilibrium geometry, computed with ωB97M-V/def2-TZVPD.

Last column: Mulliken charge in e.
CARTESIAN COORDINATES (ANGSTROEM)
C 1.58 -0.03 -0.32  0.310
C 0.30 -0.42 0.31  -0.270
C -0.71 0.78 0.53  -0.832
C -1.90 0.55 -0.39  -0.004
H 2.30 -2.00 0.68  0.142
H 0.47 -0.92 1.26  0.430
H -0.40 1.76 0.21  0.319
H -1.00 0.88 1.60  0.296
H -2.66 1.31 -0.53  0.380
N -1.98 -0.51 -1.14  -0.424
S 2.75 -1.29 -0.39  -0.150
S 1.92 1.42 -0.99  -0.261
S -0.67 -1.53 -0.84  0.064

Results
- energy above the lowest of the compared OMol25 structures with the same formula, charge and spin (kcal/mol) = 26.4
- E_LUMO (hartree) = -0.0228
- SMILES string = S=C(S)[C@H]1CC=NS1
- HOMO-LUMO gap (eV) = 8.11
- energy (eV) = -38223.5903
- max |F| (Eh/bohr) = 0.052

---

2 unconnected molecules or ions with the total composition C24H22FNO2 in a non-equilibrium geometry, computed with ωB97M-V/def2-TZVPD.

Last column: Mulliken charge in e.
CARTESIAN COORDINATES (ANGSTROEM)
C 4.71 1.78 -1.15  -1.143
C 3.40 2.17 -0.53  -0.183
O 2.40 1.26 -1.05  -0.240
C 1.14 1.58 -0.69  0.131
C 0.17 0.62 -1.24  -0.175
N -1.05 1.02 -1.32  -0.093
C -2.16 0.52 -1.76  -0.478
C -3.38 1.29 -1.63  0.790
C -4.67 0.75 -1.84  -0.652
C -5.80 1.53 -1.59  -0.442
C -5.66 2.87 -1.18  -0.376
C -4.38 3.42 -1.01  -0.510
C -3.25 2.63 -1.22  -0.374
O 0.84 2.54 0.00  -0.678
H 5.53 2.31 -0.67  0.385
H 4.91 0.70 -1.07  0.206
H 4.72 2.05 -2.21  0.305
H 3.42 2.09 0.57  0.253
H 3.12 3.19 -0.82  0.395
H 0.56 -0.26 -1.76  0.526
H -2.21 -0.50 -2.19  0.306
H -4.76 -0.28 -2.20  0.346
H -6.80 1.10 -1.72  0.348
H -6.55 3.48 -1.00  0.349
H -4.26 4.45 -0.70  0.373
H -2.25 3.02 -1.05  0.434
F -3.68 -4.03 0.92  -0.325
C -2.56 -3.32 1.29  0.458
C -2.72 -2.18 2.09  -0.599
C -1.61 -1.40 2.34  -0.688
C -0.33 -1.71 1.77  1.027
C 0.74 -0.78 1.93  -1.213
C 2.05 -0.97 1.41  0.967
C 3.21 -0.61 2.17  -0.682
C 4.47 -1.02 1.76  -0.477
C 4.63 -1.71 0.54  -0.599
C 3.53 -1.89 -0.31  -1.029
C 2.26 -1.53 0.12  -0.123
C -0.21 -2.96 1.09  -0.206
C -1.32 -3.76 0.83  -0.818
H -3.70 -1.93 2.49  0.428
H -1.69 -0.51 2.97  0.361
H 0.60 0.01 2.67  0.353
H 3.07 -0.05 3.10  0.372
H 5.35 -0.80 2.38  0.386
H 5.61 -2.08 0.24  0.382
H 3.65 -2.34 -1.29  0.369
H 1.39 -1.73 -0.51  0.861
H 0.76 -3.30 0.75  0.555
H -1.22 -4.69 0.29  0.437

Results
- energy above the lowest of the compared OMol25 structures with the same formula, charge and spin (kcal/mol) = 113.0
- E_LUMO (hartree) = -0.0919
- HOMO-LUMO gap (eV) = 3.37
- energy (eV) = -33543.8224
- max |F| (Eh/bohr) = 0.041

---

A molecular structure, C9H22O9RbS2 in a non-equilibrium geometry, computed with ωB97M-V/def2-TZVPD.

Last column: Mulliken charge in e.
CARTESIAN COORDINATES (ANGSTROEM)
Rb 29.24 -2.61 17.37  0.999
C 33.74 -0.23 21.97  -0.659
O 32.79 0.61 22.54  -0.297
C 31.77 1.01 21.76  0.839
O 31.44 0.56 20.64  -0.625
O 31.06 1.78 22.52  -0.272
C 29.98 2.54 21.91  -0.740
H 34.29 -0.74 22.75  0.224
H 34.46 0.46 21.53  0.290
H 33.28 -0.91 21.25  0.309
H 29.20 2.09 21.30  0.292
H 30.34 3.29 21.20  0.328
H 29.43 3.19 22.58  0.312
O 29.13 4.44 15.94  -0.569
S 29.29 3.78 14.68  1.076
O 29.04 2.35 14.51  -0.615
O 28.44 4.53 13.52  -0.266
C 27.82 3.67 12.54  -0.125
C 27.36 4.54 11.38  -1.242
C 30.99 4.04 13.95  -0.881
H 27.05 3.03 12.99  0.325
H 28.62 3.07 12.11  0.300
H 28.09 5.19 10.88  0.313
H 26.52 5.12 11.75  0.328
H 26.89 3.87 10.66  0.381
H 31.06 3.61 12.95  0.300
H 31.69 3.42 14.50  0.345
H 31.28 5.09 14.02  0.328
O 34.13 -2.48 14.04  -0.608
S 35.32 -2.15 13.26  1.158
O 35.25 -1.29 12.05  -0.587
O 36.47 -1.54 14.28  -0.329
C 37.59 -0.96 13.72  -0.354
C 37.34 0.56 13.51  -0.929
C 36.21 -3.63 12.77  -0.852
H 38.03 -1.33 12.79  0.218
H 38.45 -0.99 14.40  0.452
H 37.64 0.95 12.54  0.295
H 37.79 1.06 14.37  0.317
H 36.27 0.76 13.59  0.241
H 35.76 -3.94 11.83  0.340
H 36.09 -4.37 13.56  0.309
H 37.27 -3.40 12.62  0.328

Results
- E_LUMO (hartree) = -0.1441
- HOMO-LUMO gap (eV) = 9.02
- energy (eV) = -50435.0501
- net charge = +1
- max |F| (Eh/bohr) = 0.073

---

Look up the energy of the fifth one. -33543.8224 eV

---

What did the sixth record say?
A molecular structure, C9H22O9RbS2 in a non-equilibrium geometry, computed with ωB97M-V/def2-TZVPD.

Last column: Mulliken charge in e.
CARTESIAN COORDINATES (ANGSTROEM)
Rb 29.24 -2.61 17.37  0.999
C 33.74 -0.23 21.97  -0.659
O 32.79 0.61 22.54  -0.297
C 31.77 1.01 21.76  0.839
O 31.44 0.56 20.64  -0.625
O 31.06 1.78 22.52  -0.272
C 29.98 2.54 21.91  -0.740
H 34.29 -0.74 22.75  0.224
H 34.46 0.46 21.53  0.290
H 33.28 -0.91 21.25  0.309
H 29.20 2.09 21.30  0.292
H 30.34 3.29 21.20  0.328
H 29.43 3.19 22.58  0.312
O 29.13 4.44 15.94  -0.569
S 29.29 3.78 14.68  1.076
O 29.04 2.35 14.51  -0.615
O 28.44 4.53 13.52  -0.266
C 27.82 3.67 12.54  -0.125
C 27.36 4.54 11.38  -1.242
C 30.99 4.04 13.95  -0.881
H 27.05 3.03 12.99  0.325
H 28.62 3.07 12.11  0.300
H 28.09 5.19 10.88  0.313
H 26.52 5.12 11.75  0.328
H 26.89 3.87 10.66  0.381
H 31.06 3.61 12.95  0.300
H 31.69 3.42 14.50  0.345
H 31.28 5.09 14.02  0.328
O 34.13 -2.48 14.04  -0.608
S 35.32 -2.15 13.26  1.158
O 35.25 -1.29 12.05  -0.587
O 36.47 -1.54 14.28  -0.329
C 37.59 -0.96 13.72  -0.354
C 37.34 0.56 13.51  -0.929
C 36.21 -3.63 12.77  -0.852
H 38.03 -1.33 12.79  0.218
H 38.45 -0.99 14.40  0.452
H 37.64 0.95 12.54  0.295
H 37.79 1.06 14.37  0.317
H 36.27 0.76 13.59  0.241
H 35.76 -3.94 11.83  0.340
H 36.09 -4.37 13.56  0.309
H 37.27 -3.40 12.62  0.328

Results
- E_LUMO (hartree) = -0.1441
- HOMO-LUMO gap (eV) = 9.02
- energy (eV) = -50435.0501
- net charge = +1
- max |F| (Eh/bohr) = 0.073